{"formula": "C27H47BCl4F5O2", "method": "ωB97M-V/def2-TZVPD", "symbols": ["C", "C", "C", "C", "C", "C", "C", "C", "C", "C", "C", "C", "C", "C", "C", "C", "C", "C", "B", "C", "O", "C", "C", "O", "C", "Cl", "C", "C", "Cl", "C", "F", "F", "C", "F", "F", "F", "H", "H", "H", "H", "H", "H", "H", "H", "H", "H", "H", "H", "H", "H", "H", "H", "H", "H", "H", "H", "H", "H", "H", "H", "H", "H", "H", "H", "H", "H", "H", "H", "H", "H", "H", "H", "H", "H", "H", "H", "H", "H", "H", "H", "H", "C", "Cl", "Cl", "H", "H"], "xyz": [[-2.57477, 3.24768, -3.03661], [-2.51522, 3.00183, -4.55109], [-1.41254, 2.02662, -4.94769], [-1.82250, 0.55434, -4.81915], [-0.78065, -0.31837, -4.11859], [-0.93873, -1.81347, -4.41504], [-0.95934, -2.72145, -3.17029], [-2.33656, -3.30262, -2.89199], [-3.31595, -2.38075, -2.15330], [-2.79255, -1.71616, -0.88642], [-2.35789, -2.70860, 0.19740], [-1.06513, -2.32518, 0.90960], [-0.80961, -3.18727, 2.13352], [0.62075, -3.12491, 2.68372], [0.80527, -2.11318, 3.81841], [2.23796, -1.60905, 4.01384], [2.37520, -0.16260, 4.52499], [3.48958, 0.66536, 3.84648], [3.04196, 1.70143, 2.66230], [1.88685, 2.78706, 3.10870], [1.62597, 2.76331, 4.55132], [1.18183, 3.87619, 5.15065], [0.21816, 4.73852, 4.37135], [1.42821, 4.11978, 6.35301], [4.41716, 2.46166, 2.16123], [5.16835, 1.91173, 0.66615], [5.12835, 3.43598, 2.79470], [6.41078, 4.08446, 2.37452], [4.54069, 4.05116, 4.31271], [2.36445, 0.81564, 1.44768], [3.13650, -0.25469, 1.02363], [1.18653, 0.23657, 1.89997], [1.94249, 1.58545, 0.14086], [2.55227, 1.12302, -0.99186], [2.22921, 2.91575, 0.25306], [0.58200, 1.51204, -0.06551], [-2.13899, 2.40994, -2.49893], [-3.59641, 3.34894, -2.68653], [-2.03352, 4.14464, -2.76270], [-2.36509, 3.94505, -5.06455], [-3.46600, 2.57491, -4.85500], [-0.53885, 2.20598, -4.32593], [-1.10598, 2.22947, -5.97108], [-2.02139, 0.14567, -5.80522], [-2.74294, 0.51296, -4.24030], [-0.87253, -0.15640, -3.05200], [0.20244, 0.01828, -4.42852], [-1.87162, -1.95377, -4.95421], [-0.12262, -2.13554, -5.05223], [-0.58215, -2.16852, -2.31857], [-0.26859, -3.54650, -3.32312], [-2.78259, -3.54479, -3.85341], [-2.25711, -4.24250, -2.35345], [-4.18289, -2.98100, -1.88071], [-3.68738, -1.62581, -2.84592], [-3.58859, -1.09249, -0.48837], [-1.97186, -1.04438, -1.11859], [-2.24965, -3.70110, -0.23015], [-3.13662, -2.76340, 0.95552], [-1.13546, -1.27994, 1.19711], [-0.23106, -2.40694, 0.21565], [-1.09041, -4.21497, 1.90798], [-1.48964, -2.86209, 2.92135], [1.29993, -2.86960, 1.87532], [0.88205, -4.11862, 3.03835], [0.48126, -2.60129, 4.73693], [0.12541, -1.28265, 3.65589], [2.78857, -1.72324, 3.08665], [2.71658, -2.26843, 4.73513], [1.41426, 0.33135, 4.43906], [2.59105, -0.20426, 5.59044], [4.19277, -0.03515, 3.39429], [4.05231, 1.19324, 4.60841], [2.19920, 3.78801, 2.82902], [0.93629, 2.61371, 2.60817], [-0.78103, 4.46081, 4.69195], [0.37977, 5.76458, 4.67907], [0.29264, 4.64523, 3.30022], [7.26104, 3.45601, 2.62348], [6.40375, 4.29969, 1.31375], [6.53486, 5.02012, 2.90714], [-5.54234, -5.22537, -5.43786], [-5.76193, -4.08298, -4.11027], [-4.32883, -6.45794, -5.07049], [-6.48569, -5.72146, -5.62528], [-5.21353, -4.67472, -6.30975]], "atomic_forces_ev_per_a": [[-0.05, -0.22, -0.24], [0.09, -0.14, 0.42], [0.01, 0.00, -0.05], [0.27, 0.19, 0.28], [-0.29, 0.00, -0.38], [0.08, 0.09, 0.54], [0.02, -0.07, -0.40], [-0.20, 0.22, 0.24], [0.07, -0.11, -0.10], [-0.04, -0.19, -0.01], [0.10, 0.30, 0.12], [-0.22, -0.04, -0.11], [0.07, 0.11, 0.23], [-0.17, 0.08, 0.02], [-0.02, -0.19, 0.01], [-0.09, 0.01, 0.08], [0.14, -0.15, 0.08], [-0.42, -0.31, -0.29], [0.25, -0.06, 0.21], [0.02, -0.05, 0.01], [0.32, 0.70, 0.53], [0.31, -0.14, 2.34], [0.28, 0.32, 0.37], [-0.53, -0.78, -3.05], [0.54, 1.18, 0.95], [0.25, 0.01, -0.11], [-0.80, -1.14, -0.95], [-0.20, 0.05, 0.10], [-0.20, 0.02, 0.35], [0.06, -0.24, -0.32], [-0.33, 0.25, 0.12], [0.22, -0.02, -0.07], [-0.35, 0.28, -0.53], [-0.75, 0.53, 1.01], [-0.25, -0.94, -0.32], [1.22, 0.11, -0.12], [0.09, -0.11, 0.15], [-0.18, 0.14, 0.07], [0.19, 0.13, 0.13], [-0.17, 0.20, -0.16], [-0.23, 0.09, -0.34], [0.19, 0.12, 0.12], [0.12, -0.01, -0.18], [-0.19, -0.08, -0.20], [-0.29, -0.19, -0.02], [0.19, 0.18, 0.33], [0.31, 0.06, 0.10], [-0.12, -0.14, -0.25], [0.04, -0.04, -0.33], [0.12, 0.05, 0.28], [0.12, -0.15, -0.01], [-0.14, -0.24, -0.14], [0.11, -0.15, 0.16], [-0.21, -0.09, 0.01], [0.00, 0.23, -0.08], [-0.08, 0.24, 0.05], [0.21, 0.15, -0.08], [0.01, -0.27, -0.01], [-0.23, -0.20, 0.07], [0.17, 0.27, 0.07], [0.18, 0.02, -0.14], [0.04, -0.21, -0.12], [-0.20, -0.06, 0.15], [0.18, -0.03, -0.20], [0.29, -0.16, 0.04], [-0.24, 0.07, 0.22], [-0.04, 0.30, -0.11], [0.07, 0.05, -0.29], [0.28, -0.19, 0.01], [-0.15, 0.16, -0.05], [-0.09, 0.04, 0.24], [0.26, -0.13, -0.01], [0.06, 0.29, 0.11], [0.08, 0.21, 0.04], [-0.22, -0.14, -0.05], [-0.18, -0.12, 0.02], [-0.03, 0.21, -0.04], [0.00, -0.04, -0.20], [0.20, -0.16, -0.12], [0.12, -0.12, -0.27], [0.01, 0.16, 0.08], [-0.01, 0.01, -0.02], [-0.04, 0.00, -0.02], [0.01, -0.01, 0.00], [-0.03, -0.03, 0.02], [0.04, 0.02, -0.01]], "lowdin_charge": [-0.10, -0.27, -0.23, -0.21, -0.20, -0.19, -0.19, -0.22, -0.23, -0.21, -0.21, -0.22, -0.22, -0.21, -0.22, -0.20, -0.20, -0.11, -0.61, -0.11, -0.04, -0.52, 0.01, 0.03, -0.51, 0.71, -0.73, -0.17, 0.74, -0.32, 0.03, 0.06, -0.47, 0.10, 0.11, 0.10, 0.07, 0.06, 0.07, 0.09, 0.09, 0.11, 0.10, 0.10, 0.10, 0.10, 0.11, 0.09, 0.10, 0.09, 0.10, 0.07, 0.10, 0.08, 0.10, 0.11, 0.09, 0.10, 0.11, 0.11, 0.11, 0.10, 0.11, 0.10, 0.10, 0.11, 0.10, 0.09, 0.10, 0.09, 0.10, 0.10, 0.08, 0.09, 0.11, 0.09, 0.08, 0.06, 0.08, 0.05, 0.05, -1.02, 0.55, 0.50, 0.02, 0.02], "total_charge": -1, "orbital_gap_ev": 7.2}

{"formula": "C27H47ClN4O4P", "method": "ωB97M-V/def2-TZVPD", "symbols": ["C", "C", "O", "C", "C", "C", "C", "C", "N", "C", "C", "C", "C", "C", "C", "C", "C", "C", "N", "C", "P", "O", "Cl", "N", "C", "C", "C", "O", "C", "N", "C", "C", "C", "C", "C", "O", "C", "H", "H", "H", "H", "H", "H", "H", "H", "H", "H", "H", "H", "H", "H", "H", "H", "H", "H", "H", "H", "H", "H", "H", "H", "H", "H", "H", "H", "H", "H", "H", "H", "H", "H", "H", "H", "H", "H", "H", "H", "H", "H", "H", "H", "H", "H", "H"], "xyz": [[8.19494, -1.76825, 4.24718], [7.84704, -0.94822, 2.89536], [6.61239, -0.19256, 3.03993], [5.50799, -1.10817, 2.87485], [4.18905, -0.28194, 2.39122], [2.98155, -1.38318, 2.40870], [1.54076, -0.67614, 2.37908], [0.49861, -1.58921, 1.50980], [-0.03357, -0.81439, 0.31686], [0.78377, -0.88895, -0.91521], [0.39415, -2.12862, -1.88624], [0.15537, -1.92457, -3.41828], [-0.18377, -3.05282, -4.41923], [-0.30649, -4.49737, -3.88415], [-0.06870, -4.78798, -2.35606], [-0.16403, -6.32075, -1.87888], [0.26923, -3.60525, -1.37685], [-1.15088, -0.11930, 0.53314], [-1.89595, -0.04439, 1.78416], [-3.02870, 0.84506, 1.65001], [-4.32398, 1.37928, 2.93646], [-3.39861, 1.90848, 4.28965], [-5.39834, -0.30196, 3.60520], [-2.89130, 1.24377, 0.24937], [-3.93558, 2.20889, -0.21095], [-5.42460, 1.60961, -0.30581], [-5.51411, 0.00927, -0.39944], [-6.87380, -0.35757, -0.71688], [-7.77236, -0.17727, 0.40130], [-1.83709, 0.69551, -0.43673], [-1.64703, 1.01999, -1.86901], [-0.90502, 2.46079, -1.97234], [0.11977, 2.44597, -3.22697], [0.52525, 4.00236, -3.48309], [1.12453, 4.66369, -2.13181], [0.11078, 5.39986, -1.40818], [0.16181, 5.16120, 0.02023], [7.67471, -1.27211, 5.13967], [7.94191, -2.87875, 4.19123], [9.32418, -1.66839, 4.40248], [7.83473, -1.62776, 1.97664], [8.68785, -0.16883, 2.75926], [5.67180, -1.91029, 2.06866], [5.26258, -1.65350, 3.85026], [3.97289, 0.61397, 3.06284], [4.34127, -0.00385, 1.28836], [3.10999, -2.02730, 3.36167], [3.19181, -2.08203, 1.52843], [1.10699, -0.63107, 3.43293], [1.54260, 0.34932, 1.85652], [-0.32915, -2.05156, 2.14044], [1.12343, -2.45108, 1.09325], [0.86639, 0.10220, -1.49753], [1.86616, -1.12034, -0.57644], [0.26739, -0.83691, -3.79000], [-0.33893, -2.73665, -5.51319], [-0.53737, -5.31633, -4.64690], [-0.17545, -6.43412, -0.74494], [-0.99701, -6.90548, -2.41193], [0.82285, -6.81048, -2.23784], [0.45046, -3.89800, -0.29305], [-2.68997, 2.52201, 3.97892], [-3.95722, 3.05937, 0.57065], [-3.68612, 2.71893, -1.20737], [-5.98121, 2.04220, -1.21879], [-6.00065, 2.01476, 0.61176], [-5.31194, -0.39351, 0.66944], [-4.74001, -0.47182, -1.09391], [-8.74740, 0.34610, 0.06429], [-8.05671, -1.20198, 0.86100], [-7.35210, 0.44478, 1.26271], [-1.09336, 0.23742, -2.48348], [-2.66964, 1.16350, -2.39183], [-1.68871, 3.27025, -2.22987], [-0.40169, 2.65163, -0.96802], [-0.35875, 2.00474, -4.17440], [1.01811, 1.78524, -2.97377], [-0.42851, 4.52349, -3.85193], [1.29210, 3.99241, -4.32730], [1.92688, 5.43101, -2.46172], [1.61421, 3.81326, -1.54686], [0.61570, 4.15784, 0.32373], [-0.92510, 5.15444, 0.41336], [0.67693, 6.06837, 0.49618]], "atomic_forces_ev_per_a": [[0.39, 0.36, -0.43], [1.25, 0.41, 1.03], [0.01, -2.25, -1.02], [-1.64, 0.84, -0.24], [0.23, -1.89, 0.07], [0.86, 0.98, 0.63], [-0.72, -1.23, -0.67], [1.23, -0.40, 0.37], [-0.03, -0.62, 1.16], [1.23, -1.14, -1.24], [-1.15, -3.03, -2.68], [0.01, -1.81, 1.57], [0.56, -0.43, 3.94], [0.95, 3.18, 1.89], [-0.18, 2.72, -1.39], [1.28, 0.54, -0.72], [-0.46, 0.18, -3.43], [-3.50, 2.06, 0.47], [-0.64, 1.46, -1.85], [6.86, -3.75, -4.95], [-0.32, 1.67, 1.06], [-0.36, -1.09, -2.23], [1.53, 0.71, -0.31], [-3.20, 1.07, 3.65], [-0.89, 1.56, -0.99], [-0.22, 0.16, -0.28], [-0.22, 0.48, 1.87], [0.79, 0.50, 0.64], [-1.21, -0.28, 0.91], [0.15, -1.83, 2.44], [-0.22, 1.85, -1.37], [-0.32, -0.92, -1.40], [-0.32, 0.99, 0.76], [-0.06, -1.26, 0.13], [0.54, 0.49, -1.98], [0.76, -1.95, 0.74], [-1.00, 0.89, 0.60], [0.70, -0.75, -1.34], [0.19, 1.54, 0.10], [-1.57, -0.31, -0.09], [-0.13, 0.90, 1.18], [-1.49, -1.15, 0.10], [0.19, 1.11, 1.06], [0.41, 0.74, -1.13], [0.35, -1.21, -0.99], [-0.16, 0.08, 1.73], [-0.44, 1.04, -1.49], [-0.63, 0.94, 1.04], [0.76, 0.39, -1.43], [0.26, -1.43, 1.09], [0.91, 0.97, -1.04], [-1.11, 1.23, 0.40], [-0.49, -1.57, 0.96], [-1.78, 0.54, -0.34], [-0.19, -1.98, 0.42], [0.26, -0.86, 1.92], [0.35, 1.15, 1.50], [-0.29, 0.25, -1.59], [1.07, 1.16, 1.03], [-1.54, 0.71, 0.62], [-0.33, 0.56, -1.62], [-0.61, -0.59, 0.32], [0.21, -1.37, -1.30], [0.02, -1.01, 1.53], [1.10, -0.64, 1.29], [0.89, -0.96, -1.45], [0.02, 0.40, -1.66], [-1.45, 0.76, 0.63], [1.69, -0.91, 0.31], [0.49, 1.55, -0.87], [-0.29, -0.74, -1.28], [-0.78, 0.71, 1.49], [1.49, -0.66, 1.15], [1.29, -1.18, 0.84], [-0.57, 0.02, -1.50], [0.47, 0.66, 1.46], [-0.99, 1.03, -0.36], [1.53, -0.48, 0.66], [-0.92, 0.35, 1.20], [-1.06, -1.35, 0.67], [-0.65, 1.29, -0.42], [-0.26, 1.43, -0.53], [1.60, 0.07, -0.67], [-0.45, -1.59, -0.37]], "lowdin_charge": [-0.09, -0.25, -0.19, -0.24, -0.15, -0.21, -0.15, -0.13, -0.06, -0.10, -0.13, -0.06, -0.06, -0.02, -0.18, -0.10, 0.02, -0.19, 0.12, -0.30, 0.64, -0.35, 0.24, -0.07, -0.15, -0.15, -0.22, -0.22, -0.12, 0.03, -0.11, -0.16, -0.20, -0.15, -0.22, -0.23, -0.12, 0.09, 0.07, 0.08, 0.12, 0.13, 0.13, 0.13, 0.12, 0.12, 0.12, 0.11, 0.12, 0.12, 0.13, 0.09, 0.11, 0.14, 0.08, 0.10, 0.10, 0.08, 0.09, 0.09, 0.08, 0.07, 0.12, 0.12, 0.14, 0.09, 0.09, 0.14, 0.11, 0.11, 0.06, 0.10, 0.14, 0.12, 0.10, 0.12, 0.10, 0.12, 0.11, 0.14, 0.12, 0.08, 0.09, 0.11], "total_charge": 1, "orbital_gap_ev": 7.2}